Record 1
Formula: C47H64BiN4O8P4
Source: the OMol25 dataset
Level of theory: ωB97M-V/def2-TZVPD

```
! wB97M-V def2-TZVPD RIJCOSX def2/J DEFGRID3
* xyz 3 1
Bi 0.042 0.254 0.580
C -1.632 -1.330 -5.523
N -1.771 -1.196 -4.081
C -2.432 0.038 -3.698
P -0.774 -1.997 -3.029
O -1.032 -1.663 -1.610
O 0.753 -1.493 -3.402
P 2.032 -1.050 -2.525
O 1.655 -0.066 -1.460
N 2.668 -2.455 -1.927
C 4.005 -2.279 -1.379
C 2.425 -3.759 -2.540
N 3.085 -0.340 -3.572
C 3.724 -1.132 -4.608
C 2.970 1.066 -3.896
N -0.726 -3.630 -3.284
C -0.313 -4.259 -4.531
C -1.785 -4.387 -2.628
H -2.593 -1.093 -5.978
H -1.368 -2.344 -5.797
H -0.877 -0.645 -5.918
H -3.478 -0.012 -4.007
H -1.972 0.902 -4.186
H -2.381 0.169 -2.622
H 4.139 -1.225 -1.149
H 4.785 -2.584 -2.080
H 4.112 -2.867 -0.470
H 2.022 -3.664 -3.544
H 1.716 -4.325 -1.936
H 3.358 -4.318 -2.596
H 3.710 -2.183 -4.336
H 4.760 -0.806 -4.711
H 3.221 -1.012 -5.570
H 2.467 1.576 -3.078
H 2.408 1.221 -4.820
H 3.968 1.486 -4.018
H 0.384 -3.621 -5.071
H -1.168 -4.481 -5.177
H 0.176 -5.206 -4.288
H -2.694 -4.435 -3.233
H -2.013 -3.920 -1.673
H -1.430 -5.403 -2.454
C 1.538 5.304 5.958
C 0.985 3.871 5.877
C 0.633 3.348 7.281
C 2.035 2.960 5.268
C 3.293 2.822 5.850
C 4.253 1.978 5.318
C 3.977 1.229 4.189
C 2.728 1.344 3.591
P 2.270 0.347 2.133
C 2.186 -1.360 2.760
C 2.251 -1.649 4.119
C 2.204 -2.967 4.545
C 2.086 -3.992 3.620
C 2.004 -3.703 2.264
C 2.038 -2.391 1.829
C 3.857 0.454 1.221
C 4.212 1.664 0.628
C 5.447 1.814 0.027
C 6.351 0.763 0.024
C 6.019 -0.428 0.648
C 4.778 -0.588 1.246
C 1.781 2.215 4.124
O 0.611 2.264 3.410
C -0.376 3.094 3.879
C -1.523 3.107 3.096
C -2.604 3.904 3.456
C -2.521 4.675 4.599
C -1.370 4.654 5.369
C -0.271 3.873 5.026
P -1.691 2.006 1.646
C -2.085 3.221 0.347
C -1.372 4.423 0.398
C -1.568 5.398 -0.563
C -2.481 5.187 -1.586
C -3.170 3.986 -1.659
C -2.963 2.997 -0.710
C -3.138 1.084 2.270
C -2.872 0.213 3.330
C -3.895 -0.537 3.885
C -5.188 -0.409 3.400
C -5.460 0.498 2.390
C -4.440 1.245 1.819
H 2.427 5.340 6.579
H 0.803 5.976 6.390
H 1.794 5.670 4.966
H 1.518 3.318 7.910
H 0.219 2.343 7.220
H -0.099 3.991 7.759
H 3.529 3.390 6.736
H 5.220 1.899 5.791
H 4.714 0.557 3.777
H 2.345 -0.849 4.840
H 2.263 -3.188 5.599
H 2.051 -5.016 3.955
H 1.916 -4.504 1.548
H 1.973 -2.157 0.772
H 3.552 2.518 0.684
H 5.714 2.759 -0.417
H 7.317 0.883 -0.440
H 6.732 -1.237 0.675
H 4.539 -1.515 1.744
H -3.495 3.915 2.848
H -3.355 5.291 4.896
H -1.332 5.261 6.259
H -0.679 4.605 1.207
H -1.023 6.329 -0.504
H -2.656 5.957 -2.321
H -3.880 3.823 -2.455
H -3.487 2.060 -0.798
H -1.878 0.181 3.762
H -3.690 -1.207 4.707
H -5.987 -0.992 3.830
H -6.475 0.637 2.050
H -4.671 1.966 1.051
O -0.910 -1.578 1.967
H -1.748 -1.273 2.365
H -1.149 -2.278 1.345
O -0.667 1.479 -1.556
H -0.035 0.998 -2.106
H -0.495 2.425 -1.637
O 1.122 2.483 0.061
H 1.454 2.995 0.812
H 1.863 2.278 -0.528
O -2.587 -0.517 0.130
H -2.211 -1.049 -0.604
H -3.452 -0.217 -0.166
*
```

LUMO ... -7.49 eV
Frontier orbital gap ... 0.2808 hartree
E_HOMO ... -15.13 eV


Record 2
Formula: C47H64IN2O2P3ReSi
Source: the OMol25 dataset
Level of theory: ωB97M-V/def2-TZVPD

```
! wB97M-V def2-TZVPD RIJCOSX def2/J DEFGRID3
* xyz 2 4
Re 1.072 0.255 0.366
C -3.521 -4.323 -1.393
C -2.948 -3.246 -0.482
C -2.510 -3.851 0.850
P -1.541 -2.185 -1.167
C -0.479 -3.116 -2.438
C -0.984 -3.066 -3.875
C -0.168 -4.553 -2.013
C -2.456 -0.913 -2.117
C -3.385 -1.222 -3.107
C -4.059 -0.212 -3.772
C -3.809 1.113 -3.463
C -2.908 1.422 -2.460
C -2.240 0.420 -1.764
Si -1.265 0.848 -0.175
C -1.365 2.765 -0.091
C -2.541 3.447 0.197
C -2.580 4.832 0.190
C -1.429 5.553 -0.084
C -0.243 4.891 -0.355
C -0.210 3.501 -0.375
P 1.259 2.511 -0.807
C 2.687 3.711 -0.652
C 4.023 2.994 -0.473
C 2.796 4.714 -1.803
C 0.979 2.117 -2.622
C 2.283 1.698 -3.297
C 0.236 3.175 -3.436
C -2.292 0.317 1.332
C -3.674 0.245 1.224
C -4.469 -0.004 2.328
C -3.872 -0.214 3.559
C -2.494 -0.168 3.679
C -1.690 0.114 2.578
P 0.128 0.289 2.727
C 0.416 1.804 3.792
C -0.595 2.011 4.915
C 0.419 3.034 2.888
C 0.715 -1.192 3.752
C 0.393 -1.220 5.247
C 2.233 -1.355 3.641
H -4.331 -4.824 -0.864
H -2.778 -5.074 -1.642
H -3.936 -3.917 -2.309
H -3.725 -2.499 -0.273
H -1.853 -4.703 0.688
H -3.379 -4.211 1.397
H -1.998 -3.109 1.462
H 0.456 -2.543 -2.404
H -1.887 -3.656 -4.010
H -0.216 -3.498 -4.516
H -1.163 -2.043 -4.201
H -0.877 -5.246 -2.457
H -0.184 -4.669 -0.932
H 0.821 -4.846 -2.359
H -3.597 -2.245 -3.365
H -4.783 -0.464 -4.531
H -4.328 1.903 -3.982
H -2.738 2.453 -2.198
H -3.436 2.884 0.417
H -3.505 5.346 0.397
H -1.455 6.631 -0.097
H 0.640 5.475 -0.557
H 2.452 4.260 0.269
H 4.151 2.199 -1.203
H 4.109 2.575 0.523
H 4.838 3.698 -0.615
H 3.338 4.287 -2.638
H 3.361 5.574 -1.453
H 1.837 5.063 -2.166
H 0.340 1.226 -2.558
H 2.900 2.553 -3.555
H 2.058 1.163 -4.218
H 2.843 1.038 -2.640
H 0.910 3.928 -3.834
H -0.537 3.672 -2.853
H -0.243 2.686 -4.281
H -4.127 0.396 0.256
H -5.544 -0.025 2.235
H -4.473 -0.410 4.433
H -2.061 -0.337 4.648
H 1.410 1.658 4.237
H -1.605 2.095 4.520
H -0.361 2.943 5.427
H -0.566 1.219 5.655
H -0.583 3.197 2.494
H 1.100 2.911 2.040
H 0.703 3.921 3.449
H 0.220 -2.044 3.271
H 0.874 -0.400 5.776
H 0.804 -2.147 5.647
H -0.667 -1.225 5.470
H 2.739 -0.555 4.178
H 2.575 -1.370 2.611
H 2.540 -2.290 4.105
C 1.344 -4.073 1.336
C 1.561 -2.799 0.568
O 0.846 -1.829 0.901
C 2.533 -2.766 -0.489
C 3.454 -3.820 -0.661
C 4.284 -3.886 -1.750
C 4.173 -2.924 -2.761
C 3.304 -1.875 -2.628
C 2.512 -1.699 -1.461
O 1.817 -0.619 -1.369
H 0.369 -4.047 1.820
H 2.108 -4.138 2.111
H 1.421 -4.956 0.709
H 3.513 -4.582 0.099
H 4.991 -4.693 -1.849
H 4.783 -3.002 -3.649
H 3.217 -1.124 -3.399
I 7.501 -0.821 1.267
C 5.582 -0.048 1.541
C 5.128 0.794 2.536
N 3.822 1.000 2.297
N 3.404 0.333 1.214
C 4.462 -0.302 0.740
H 5.633 1.236 3.370
H 3.183 1.576 2.827
H 4.429 -0.895 -0.150
*
```

LUMO (spin up / spin down) ... -5.41 / -6.86 eV
⟨S²⟩ ... 3.7766
Frontier orbital gap (spin up / spin down) ... 0.2622 / 0.2054 hartree
E_HOMO (spin up / spin down) ... -12.55 / -12.45 eV


Record 3
Formula: C47H65AsBr4O3P2RuSSi3
Source: the OMol25 dataset
Level of theory: ωB97M-V/def2-TZVPD

```
! wB97M-V def2-TZVPD RIJCOSX def2/J DEFGRID3
* xyz 1 2
Ru -0.984 0.400 -0.587
C 1.342 1.815 1.492
C -0.077 2.150 1.984
P -0.760 0.640 2.801
C -2.503 1.070 3.178
C -3.072 0.849 4.432
C -4.429 1.067 4.634
C -5.238 1.487 3.588
C -4.688 1.687 2.329
C -3.332 1.474 2.132
C 0.062 0.885 4.431
C -0.180 2.036 5.185
C 0.474 2.239 6.389
C 1.381 1.294 6.859
C 1.624 0.146 6.124
C 0.968 -0.056 4.913
P 1.445 0.748 -0.030
C 3.173 1.038 -0.576
C 3.976 2.082 -0.130
C 5.315 2.140 -0.503
C 5.856 1.181 -1.345
C 5.040 0.174 -1.848
C 3.710 0.111 -1.473
C 1.706 -0.991 0.554
C 2.410 -1.297 1.649
C 2.566 -2.681 2.100
C 2.157 -3.695 1.337
C 1.633 -3.488 -0.043
C 1.064 -2.075 -0.278
H 1.915 1.340 2.290
H 1.835 2.752 1.250
H -0.732 2.450 1.162
H -0.032 2.984 2.684
H -2.455 0.524 5.261
H -4.857 0.902 5.615
H -6.295 1.655 3.751
H -5.311 1.999 1.500
H -2.925 1.647 1.143
H -0.898 2.772 4.840
H 0.275 3.136 6.964
H 1.893 1.457 7.800
H 2.323 -0.596 6.489
H 1.160 -0.956 4.344
H 3.594 2.852 0.526
H 5.934 2.940 -0.117
H 6.905 1.220 -1.609
H 5.444 -0.569 -2.525
H 3.077 -0.676 -1.865
H 2.875 -0.514 2.241
H 3.033 -2.864 3.062
H 2.300 -4.718 1.675
H 0.863 -4.233 -0.272
H 1.117 -1.800 -1.337
Br -5.373 1.922 -5.856
C -3.892 1.340 -4.865
C -2.624 1.147 -5.514
Br -2.450 1.512 -7.346
C -1.539 0.708 -4.798
Br 0.135 0.373 -5.596
C -1.615 0.510 -3.396
O -0.620 0.161 -2.696
C -2.901 0.687 -2.742
O -2.970 0.442 -1.510
C -4.021 1.093 -3.525
Br -5.653 1.270 -2.609
C 0.329 7.308 0.329
C 0.777 5.878 0.032
C -0.316 5.120 -0.717
S 0.299 3.529 -1.332
O -0.930 2.642 -1.438
C 0.760 4.028 -3.028
C -0.361 3.825 -4.039
C -1.356 4.979 -4.140
H 1.095 7.858 0.874
H -0.583 7.306 0.930
H 0.119 7.844 -0.598
H 1.010 5.361 0.966
H 1.693 5.898 -0.567
H -0.687 5.700 -1.561
H -1.154 4.861 -0.068
H 1.617 3.394 -3.266
H 1.098 5.066 -2.960
H -0.899 2.922 -3.761
H 0.096 3.646 -5.012
H -1.960 5.073 -3.236
H -2.042 4.803 -4.970
H -0.847 5.928 -4.327
C 4.687 -3.408 -0.579
Si 3.055 -4.022 -1.245
C 2.975 -5.890 -1.258
C 2.662 -3.355 -2.952
As -0.946 -1.939 -0.069
Si -1.684 -3.274 -1.938
C -1.062 -2.718 -3.618
C -1.197 -5.087 -1.845
C -3.543 -3.101 -1.784
Si -1.624 -3.203 1.875
C -0.803 -2.629 3.448
C -1.359 -5.045 1.716
C -3.460 -2.798 1.939
H 5.470 -3.486 -1.341
H 5.001 -4.004 0.281
H 4.623 -2.366 -0.256
H 3.770 -6.307 -1.884
H 2.023 -6.252 -1.657
H 3.099 -6.311 -0.255
H 3.209 -3.927 -3.709
H 2.952 -2.308 -3.076
H 1.596 -3.439 -3.182
H -0.231 -2.016 -3.563
H -1.863 -2.223 -4.176
H -0.741 -3.589 -4.195
H -0.192 -5.247 -2.243
H -1.896 -5.641 -2.483
H -1.244 -5.520 -0.848
H -3.813 -2.064 -1.561
H -3.927 -3.728 -0.975
H -4.052 -3.394 -2.708
H 0.222 -2.316 3.272
H -0.790 -3.446 4.178
H -1.352 -1.792 3.882
H -0.325 -5.313 1.489
H -2.010 -5.484 0.958
H -1.620 -5.502 2.677
H -3.657 -1.856 1.420
H -3.803 -2.687 2.972
H -4.062 -3.580 1.467
*
```

LUMO (spin up / spin down) ... -2.70 / -4.00 eV
⟨S²⟩ ... 0.7673
Frontier orbital gap (spin up / spin down) ... 0.2646 / 0.2173 hartree
E_HOMO (spin up / spin down) ... -9.90 / -9.91 eV